ORCA calculation (the ωB97M-V functional and the def2-TZVPD basis) on C4H5ClO as an isolated structure.

Results
Maximum force, eV Å⁻¹: 5.4
Energy relative to the best compared isomer or geometry (same formula, charge and spin), kJ/mol: 385.5
Kohn-Sham gap, Ha: 0.3482
HOMO, eV: -8.57

Geometry as XYZ:
```
11
C4H5ClO | the OMol25 dataset | the ωB97M-V functional and the def2-TZVPD basis
C -0.756 -1.031 -1.090
C -1.426 -0.081 -0.471
C -0.073 0.280 -0.810
C 1.254 0.350 0.635
O 1.208 1.598 1.092
Cl 2.790 -0.226 0.005
H -0.290 -1.900 -1.566
H -2.220 0.416 0.073
H 0.123 1.145 -1.499
H 1.020 -0.439 1.335
H 1.709 1.865 1.769
```